Entry 1:
One molecule with the formula C4H3N5. Source: OMol25; level of theory: wB97M-V/def2-TZVPD.

Energy ... -427.85551 hartree
HOMO-LUMO gap ... 8.81 eV
SMILES ... c1cnc2[nH]nnc2n1

Each line ends with the Mulliken charge.
Geometry (Å):
1 N 0.89894 1.40728 -0.21204  -0.61
2 C 1.91570 0.63848 0.01137  -0.05
3 N 0.87547 -1.45346 -0.04114  -0.55
4 H 2.89889 1.28237 0.53001  0.22
5 N -2.27794 -0.00177 0.20996  -0.37
6 C -0.19468 0.70272 -0.05986  0.43
7 H 2.94558 -1.15459 0.33353  0.33
8 H -1.69786 2.03805 0.48697  0.39
9 N -1.66135 -1.17948 -0.16080  -0.28
10 C -0.20516 -0.75107 0.03614  0.48
11 C 1.95484 -0.69230 0.07094  -0.08
12 N -1.40238 1.00561 -0.03913  0.10

Cartesian forces (eV/Å) of the 6 atoms listed first:
-1.8 1.2 0.6
5.3 4.3 2.6
0.0 -1.1 0.1
-2.4 -2.0 -2.4
1.5 -3.6 -3.4
4.9 -4.6 -0.6

***

Entry 2:
C4H3N5NiO3 as an isolated structure. Source: OMol25; level of theory: wB97M-V/def2-TZVPD.

Energy ... -2161.20368 hartree
Multiplicity ... 3
HOMO-LUMO gap (spin up / spin down) ... 9.30 / 5.98 eV
Charge ... +2

Each line ends with the Mulliken spin population.
Geometry (Å):
1 H -2.91876 -0.45877 4.37440  0.00
2 C -2.49665 1.33400 0.77024  0.04
3 N -1.61656 -0.06418 2.25304  -0.09
4 O 1.74248 -0.82786 2.26394  -0.02
5 H -2.63283 1.92779 -0.12958  0.00
6 H -4.27679 0.73771 3.84984  0.00
7 Ni -0.00315 0.06910 0.07550  1.55
8 N -1.44126 0.48012 0.99912  0.18
9 O 2.70244 -1.33572 -2.42460  -0.02
10 C 1.91760 -0.92518 -1.69133  0.06
11 N -3.38559 0.23529 3.81627  0.14
12 C 0.81730 -0.51328 1.60759  0.05
13 N -3.35025 1.33862 1.76527  0.01
14 O 0.30795 2.66242 -1.25735  0.01
15 C 0.20749 1.58597 -0.85906  0.04
16 N -2.75968 0.45881 2.63081  0.06

Cartesian forces (eV/Å) of the 6 atoms listed first:
-0.5 -0.1 0.6
-0.4 -0.3 0.4
-1.9 1.2 -0.3
-5.8 1.9 -3.5
0.0 -0.2 0.2
0.3 -0.6 0.6

***

Entry 3:
One molecule with the formula C4H3NO. Source: OMol25; level of theory: wB97M-V/def2-TZVPD.

Energy ... -284.06151 hartree
HOMO-LUMO gap (spin up / spin down) ... 7.38 / 7.82 eV

Each line ends with the Mulliken charge.
Geometry (Å):
1 H 0.67333 -1.91848 0.94959  0.25
2 C -0.55774 -0.21037 0.85696  -0.62
3 C 0.71161 -0.80866 -0.82113  -0.05
4 H -1.05446 -0.26420 1.80992  0.40
5 C -0.39510 0.94757 0.03638  0.71
6 O -1.01794 1.97632 -0.08783  -0.53
7 N 0.26012 -1.18566 0.39776  -0.05
8 H 0.72760 1.00342 -2.03196  0.35
9 C 0.65257 0.46006 -1.10969  -0.47

Cartesian forces (eV/Å) of the 6 atoms listed first:
-0.1 0.0 0.0
0.0 -0.2 1.3
1.4 -1.0 -1.0
-0.2 -0.1 0.0
1.2 0.0 -2.3
-0.3 0.1 0.6